# 1
Below is a molecular structure, C7H14N2 at a distorted geometry, with properties calculated with ωB97M-V with the def2-TZVPD basis set.

Each line ends with the natural charge from an NBO analysis.
Cartesian coordinates (Å):
C -2.19 -1.65 -0.10  -0.389
C -0.22 -0.15 0.30  0.007
C 0.96 -0.53 1.27  -0.457
C 2.26 -0.72 0.26  -0.251
C 0.70 0.55 -0.68  -0.125
C -0.66 1.00 -0.58  -0.191
C -0.90 2.30 0.19  -0.549
H -2.95 -0.52 0.53  0.162
H -2.43 -2.32 -1.44  0.221
H -2.26 -2.70 0.95  0.170
H -0.09 -1.15 -1.28  0.439
H 0.84 0.34 2.22  0.253
H 0.31 -1.49 1.50  0.272
H 3.03 -1.77 0.48  0.239
H 3.18 0.28 0.26  0.180
H 2.27 -0.09 -1.81  0.385
H 1.17 1.56 -0.42  0.211
H -1.39 0.64 -1.42  0.258
H -0.40 2.36 1.20  0.215
H -1.87 2.42 0.40  0.212
H -0.15 3.39 -0.33  0.152
N -0.86 -1.20 -0.36  -0.782
N 1.67 -0.53 -1.14  -0.634

Properties
- gap between HOMO and LUMO (eV) = 8.44
- LUMO (eV) = 0.680
- calculated total energy (Eh) = -384.0761
- M (g mol⁻¹) = 126.203
- relative energy (zero: lowest compared OMol25 entry of this formula, charge and spin) (kcal per mole) = 348.8
- E_HOMO (eV) = -7.764

# 2
Below is a single C3H2N4S molecule at a distorted geometry, with properties calculated with ωB97M-V with the def2-TZVPD basis set.

Each line ends with the natural charge from an NBO analysis.
Cartesian coordinates (Å):
C 0.24 1.25 -0.17  0.183
C 0.75 -0.77 -1.04  0.215
C -0.60 -0.22 1.36  0.217
H 1.45 -1.42 -1.50  0.210
H -0.82 -0.48 2.38  0.218
N 1.14 0.41 -0.90  -0.390
N -0.55 -1.18 -0.81  -0.128
N -1.18 -0.97 0.26  -0.127
N 0.17 0.79 1.09  -0.400
S -0.60 2.59 -0.68  0.001

Properties
- gap between HOMO and LUMO (eV) = 7.70
- LUMO (eV) = -1.487
- calculated total energy (Eh) = -732.6035
- M (g mol⁻¹) = 126.144
- relative energy (zero: lowest compared OMol25 entry of this formula, charge and spin) (kcal per mole) = 48.6
- E_HOMO (eV) = -9.192
- SMILES string = S=c1ncnncn1

# 3
Below is a single C4H5NO molecule at a distorted geometry, with properties calculated with ωB97M-V with the def2-TZVPD basis set.

Each line ends with the natural charge from an NBO analysis.
Cartesian coordinates (Å):
O -1.75 1.34 -0.53  -0.516
C -1.66 0.15 -0.38  0.445
C -0.41 -0.56 0.09  -0.506
C 0.72 0.43 0.44  -0.526
C 2.04 -0.05 0.03  0.286
N 3.07 -0.44 -0.32  -0.324
H -2.52 -0.52 -0.60  0.119
H -0.11 -1.25 -0.71  0.250
H -0.67 -1.20 0.94  0.240
H 0.74 0.63 1.51  0.254
H 0.52 1.38 -0.06  0.279

Properties
- gap between HOMO and LUMO (eV) = 11.28
- LUMO (eV) = 0.690
- calculated total energy (Eh) = -285.3909
- M (g mol⁻¹) = 83.090
- relative energy (zero: lowest compared OMol25 entry of this formula, charge and spin) (kcal per mole) = 14.9
- E_HOMO (eV) = -10.588
- SMILES string = N#CCCC=O